DFT (ωB97M-V with the def2-TZVPD basis set) results for a molecular structure, C37H58GeN3O6RuS2Se2Si.

* ΔE to the lowest compared entry with this formula, charge and spin: 1.1248 eV
* charge: -2
* spin multiplicity: 2
* HOMO energy (alpha / beta): -1.873 / -2.101 eV

Positions of all 111 atoms, in Å:
Ru: -0.14414 0.53359 0.81510
C: 1.07870 0.51853 -0.82828
Si: 1.05378 2.47020 -1.19763
C: -0.81027 2.69195 -1.58559
N: -1.69370 1.74058 -0.84507
C: -2.36660 0.83210 -1.77489
C: -3.29249 1.54391 -2.77965
C: -3.89747 2.81301 -2.16994
C: -4.06874 2.61768 -0.66865
C: -2.71482 2.37282 0.02489
C: 1.94540 2.10311 -2.91857
C: 1.34556 1.29788 -3.89552
C: 1.94818 1.03895 -5.11915
C: 3.20104 1.56601 -5.40267
C: 3.82683 2.36007 -4.45336
C: 3.19863 2.63119 -3.24303
C: 1.71248 4.29799 -1.19609
C: 1.23314 5.20093 -2.14709
C: 1.69059 6.50953 -2.21767
C: 2.67507 6.95016 -1.34263
C: 3.18084 6.06949 -0.39723
C: 2.69847 4.76797 -0.32569
H: 2.09118 0.12535 -0.74163
H: 0.66103 0.05389 -1.72532
H: -0.93691 2.53478 -2.66260
H: -1.11247 3.71908 -1.37939
H: -2.94947 0.13054 -1.17211
H: -1.61763 0.23683 -2.29887
H: -4.09044 0.84546 -3.05291
H: -2.75859 1.78057 -3.70290
H: -4.85326 3.04720 -2.64688
H: -3.23740 3.66467 -2.34980
H: -4.74041 1.76840 -0.49920
H: -4.54693 3.48819 -0.21298
H: -2.86112 1.72415 0.89276
H: -2.29581 3.30063 0.40037
H: 0.37058 0.85875 -3.70624
H: 1.44161 0.41588 -5.84818
H: 3.68297 1.35801 -6.35127
H: 4.80609 2.78026 -4.65614
H: 3.70223 3.27916 -2.53448
H: 0.48388 4.87776 -2.86436
H: 1.28048 7.18666 -2.95962
H: 3.03717 7.97096 -1.39303
H: 3.94147 6.40012 0.30145
H: 3.07921 4.11364 0.45128
O: -2.48359 -5.14221 2.16233
C: -3.32644 -4.05523 1.79415
C: -2.57863 -2.76654 1.42483
C: -3.63376 -1.72950 1.02926
O: -4.38456 -2.11166 -0.12950
C: -1.63516 -3.05113 0.27120
Se: -0.51937 -1.58829 -0.43742
C: -1.73786 -2.32021 2.63360
Se: -1.31752 -0.43038 2.82010
H: -1.70093 -4.77903 2.59158
H: -4.01422 -3.82356 2.62025
H: -3.92101 -4.39448 0.94455
H: -3.15444 -0.76240 0.87726
H: -4.36326 -1.60908 1.83412
H: -3.79003 -2.03554 -0.88386
H: -2.17104 -3.40928 -0.61059
H: -0.92364 -3.83136 0.53322
H: -0.77558 -2.84200 2.61406
H: -2.24121 -2.58704 3.56772
C: 3.05511 2.28695 6.39592
C: 2.42308 0.89865 6.41177
C: 2.55018 0.17430 5.06870
C: 1.76337 0.84685 3.94682
Ge: 1.72485 -0.16486 2.24132
C: 3.48389 -0.00679 1.30725
C: 4.73070 -0.01113 2.19329
C: 5.04969 1.36026 2.78092
C: 6.24333 1.33583 3.72743
H: 2.94910 2.79065 7.36034
H: 2.59494 2.91946 5.63564
H: 4.12328 2.22037 6.16766
H: 1.36167 0.98361 6.66758
H: 2.88870 0.29558 7.20083
H: 2.21387 -0.86148 5.18387
H: 3.61496 0.11718 4.81388
H: 2.11500 1.85914 3.75250
H: 0.71972 0.94660 4.25262
H: 1.67228 -1.66205 2.69342
H: 3.48425 0.90123 0.69737
H: 3.50447 -0.85508 0.61893
H: 5.60416 -0.33888 1.61263
H: 4.62874 -0.74260 3.00450
H: 4.17367 1.75579 3.29844
H: 5.24356 2.05609 1.95748
H: 6.04841 0.68058 4.58111
H: 6.47296 2.33024 4.11741
H: 7.13720 0.95786 3.22239
C: -1.41637 -5.16485 -3.42792
C: 0.01845 -4.99612 -3.01263
C: 1.06931 -5.46985 -3.78922
C: 2.34129 -5.22483 -3.29458
N: 2.57872 -4.56617 -2.17553
C: 1.50035 -4.12644 -1.48412
S: 1.77564 -3.24146 -0.02738
N: 0.22660 -4.35318 -1.87436
H: -1.53953 -5.98931 -4.13150
H: -1.76804 -4.24845 -3.90742
H: -2.03547 -5.33453 -2.54816
H: 0.90656 -6.00170 -4.71700
H: 3.21799 -5.57380 -3.83657
O: -0.58672 2.23281 2.14292
S: 0.30285 3.35216 1.69536
O: 1.18353 3.82076 2.73237
O: 1.15774 2.52709 0.65273
O: -0.42862 4.38815 1.00339

Cartesian forces, eV/Å:
0.635 0.679 0.085
0.097 0.017 -0.172
-0.166 -0.206 -0.161
0.019 -0.051 -0.002
0.002 -0.086 0.036
0.058 -0.030 -0.012
-0.013 -0.017 -0.002
-0.003 0.016 -0.009
-0.011 0.014 0.014
-0.021 -0.020 -0.037
-0.179 0.109 -0.162
0.019 0.052 -0.011
-0.002 -0.008 -0.004
-0.003 -0.008 -0.005
0.004 0.001 0.022
0.033 -0.081 0.028
0.262 -0.128 0.011
0.034 0.001 -0.077
-0.021 -0.003 0.003
0.005 -0.012 0.016
-0.005 0.019 -0.013
-0.048 0.016 0.053
-0.018 -0.003 0.088
0.014 0.047 -0.057
-0.038 0.070 0.000
0.035 0.007 0.069
0.001 0.013 0.001
-0.012 -0.002 0.001
0.005 0.000 -0.003
0.006 0.009 0.002
-0.001 0.006 0.005
0.011 -0.006 0.003
0.015 -0.011 -0.008
-0.010 -0.009 0.005
0.003 0.014 0.014
0.022 0.036 -0.003
-0.014 -0.009 0.019
0.004 -0.001 -0.004
-0.001 -0.001 0.001
0.000 -0.002 -0.006
-0.004 0.023 0.017
-0.008 -0.029 -0.004
0.001 0.001 0.003
0.004 0.000 -0.001
0.001 -0.002 -0.004
-0.003 0.007 -0.012
0.005 -0.004 -0.017
0.027 -0.024 0.005
0.040 0.022 -0.015
-0.052 -0.014 0.049
0.008 0.002 0.010
0.018 0.057 -0.017
0.023 -0.062 0.259
0.008 -0.044 -0.046
-0.067 -0.003 -0.116
-0.014 0.002 0.011
-0.006 0.005 -0.002
0.002 -0.003 0.002
0.025 0.012 -0.001
0.008 0.006 0.004
0.004 0.004 -0.001
0.009 -0.009 0.037
-0.034 0.003 0.006
-0.026 -0.041 0.017
-0.043 0.081 0.011
0.004 0.015 0.004
-0.001 -0.001 0.002
0.024 0.021 0.016
-0.008 -0.031 0.022
-0.179 -0.151 -0.238
0.003 0.010 0.055
0.023 -0.024 0.007
-0.015 0.015 -0.011
0.011 -0.003 0.007
0.005 -0.007 0.003
-0.010 -0.001 0.008
-0.003 -0.002 -0.008
-0.001 -0.002 -0.009
0.007 0.006 0.000
-0.033 0.013 -0.001
0.002 -0.023 -0.011
0.008 0.002 -0.023
0.008 0.027 0.002
0.074 0.007 -0.020
-0.018 0.011 0.003
0.025 0.012 -0.012
-0.006 -0.004 -0.004
-0.012 0.008 0.002
0.009 -0.012 0.009
0.010 -0.008 -0.002
-0.003 0.000 -0.002
-0.003 0.001 0.001
-0.002 0.001 -0.002
-0.001 -0.009 -0.003
0.011 -0.008 -0.025
-0.006 -0.009 0.010
-0.005 0.005 -0.005
0.010 -0.009 0.008
0.025 -0.013 0.001
-0.016 0.018 -0.034
0.031 0.020 -0.043
0.002 0.006 -0.001
-0.001 0.008 0.008
-0.003 -0.013 0.003
-0.001 0.002 -0.001
0.000 -0.006 0.002
-0.343 -0.130 0.134
0.072 0.105 0.037
0.016 -0.058 -0.014
-0.337 -0.193 0.202
-0.021 -0.019 0.004